Here is a structure of composition C35H43AuClP2Si2 in a non-equilibrium geometry from the Open Molecules 2025 dataset. Energies are from ωB97M-V with the def2-TZVPD basis set.

Last column: Löwdin spin population.
Atoms and positions in Å:
H1 -5.17 0.86 -2.41  0.000
H2 3.77 -3.22 3.13  0.000
C1 -5.45 2.86 2.73  0.000
C2 -2.27 -2.17 1.06  0.071
H3 2.73 -1.04 -3.11  0.000
Si1 -1.93 -2.10 -1.71  0.008
H4 5.42 -0.84 0.50  -0.001
P1 2.05 -2.03 1.89  0.085
C3 2.98 2.21 1.02  0.059
H5 0.09 -3.24 2.64  0.002
H6 1.80 -2.85 -1.53  0.000
H7 4.50 -1.00 -2.88  0.002
C4 -0.63 0.03 1.79  0.207
C5 -2.19 1.74 -0.98  0.048
H8 0.71 -0.85 -2.24  0.000
C6 0.46 0.43 -3.96  0.000
H9 -5.47 0.89 3.62  0.000
C7 4.04 1.03 2.74  0.248
H10 4.28 0.57 3.70  0.010
C8 -1.69 -1.42 0.04  0.074
H11 -1.04 -0.57 3.84  -0.002
C9 0.02 -0.50 -3.01  0.001
C10 -1.30 -0.97 -3.05  0.000
H12 -0.03 1.54 -5.76  0.000
H13 -3.30 -2.26 -1.89  0.001
C11 -2.04 -1.86 2.42  0.141
C12 -0.82 -0.31 0.37  0.209
H14 6.02 0.93 1.72  -0.004
C13 4.35 1.96 0.65  0.253
C14 5.07 -1.53 -0.27  0.009
H15 2.64 -4.17 0.96  0.002
Si2 -1.33 1.58 0.73  0.117
H16 -3.16 -0.96 -4.13  0.000
Cl1 -0.95 -3.92 -1.84  0.005
H17 -2.35 0.62 -5.88  0.000
P2 3.35 -1.15 -0.75  0.072
H18 3.52 -1.55 3.72  0.001
H19 -2.82 4.13 0.95  0.000
C15 3.54 -0.64 -2.49  0.007
H20 4.84 2.30 -0.25  0.011
C16 -2.64 3.06 -2.97  0.002
H21 -2.33 3.84 -3.68  0.000
H22 -5.07 4.75 1.75  0.000
H23 1.96 1.84 3.03  -0.002
C17 2.79 1.62 2.37  0.044
C18 -4.67 3.76 1.98  0.001
H24 -2.87 -3.05 0.80  0.002
C19 2.08 -3.31 0.57  0.007
C20 -3.40 1.07 -1.19  0.005
H25 3.52 0.46 -2.53  0.000
C21 2.62 -2.84 -0.80  0.011
Au1 1.89 0.27 0.71  0.175
H26 -2.46 -2.50 3.19  0.006
C22 -2.88 2.11 1.75  0.021
H27 -0.81 3.17 -1.81  0.000
H28 1.49 0.81 -3.92  0.000
C23 3.62 -2.18 2.82  0.009
H29 5.17 -2.57 0.08  0.000
C24 -0.39 0.84 -5.00  0.000
C25 -1.26 -0.78 2.79  0.008
C26 -3.40 3.40 1.52  0.002
H30 -3.72 0.27 -0.51  0.001
H31 1.03 -3.64 0.45  0.000
H32 -0.29 2.61 0.83  0.000
C27 -3.88 2.45 -3.12  0.002
C28 -4.90 1.61 3.02  0.001
H33 -0.05 -0.16 -0.41  0.014
H34 0.24 0.61 2.19  0.013
C29 4.97 1.23 1.69  -0.001
H35 4.49 -1.83 2.25  0.001
C30 1.00 -2.87 3.12  0.021
H36 -4.58 2.77 -3.91  0.000
C31 -1.78 2.70 -1.91  0.008
H37 1.56 -3.71 3.56  0.004
H38 2.32 2.96 0.60  0.000
H39 -6.46 3.13 3.08  0.000
H40 3.39 -3.54 -1.16  0.003
H41 5.71 -1.40 -1.16  0.002
C32 -2.14 -0.57 -4.09  0.000
C33 -1.69 0.32 -5.07  0.000
C34 -3.64 1.25 2.54  0.001
C35 -4.24 1.41 -2.26  0.001
H42 0.73 -2.15 3.91  0.000
H43 -3.27 0.26 2.80  0.001

Computed properties:
* LUMO (spin up / spin down): -2.74 / -4.95 eV
* ⟨S²⟩: 2.04
* highest occupied orbital energy (spin up / spin down): -0.310 / -0.391 Eh
* total charge: +1
* HOMO-LUMO gap (spin up / spin down): 5.7 / 5.7 eV
* spin multiplicity: 3
* E: -3216.74104 Eh



Here is a structure of composition C35H43Cl2N2O4ReSSi in a non-equilibrium geometry from the Open Molecules 2025 dataset. Energies are from ωB97M-V with the def2-TZVPD basis set.

Last column: Löwdin spin population.
Atoms and positions in Å:
H1 2.26 -3.50 -3.97  0.001
H2 -2.12 -2.94 -0.39  0.000
C1 -3.14 4.03 -1.72  0.006
H3 -1.92 0.06 3.07  0.000
O1 -0.14 -1.13 -1.42  0.098
H4 -5.39 -0.97 5.34  0.000
H5 -4.94 -0.08 -1.93  0.000
C2 -3.40 -3.62 -1.96  0.000
H6 0.32 5.36 0.08  0.000
H7 -5.60 -0.99 1.08  0.000
H8 -4.07 4.72 0.09  0.000
H9 2.91 -1.78 -1.02  0.000
Re1 -0.55 0.22 0.00  2.530
N1 1.05 -2.06 -3.08  0.023
C3 -3.03 1.55 -0.47  0.005
C4 -4.99 -2.02 -2.81  0.000
H10 -1.05 -2.21 -3.23  0.000
H11 2.87 0.09 1.72  0.000
C5 -3.57 -0.45 4.33  0.000
H12 -0.12 -3.51 -4.00  0.001
H13 6.41 3.78 2.30  0.000
C6 1.20 -1.22 1.94  0.014
H14 3.17 -2.26 -3.10  0.000
H15 -4.81 -4.04 -3.52  0.000
C7 4.47 2.94 1.97  0.000
C8 -4.44 -3.29 -2.83  0.001
C9 5.84 2.90 2.58  0.000
C10 -2.96 -0.26 3.10  0.000
C11 -4.91 -0.82 4.38  -0.001
C12 -0.28 4.59 0.58  0.002
Si1 -2.99 -0.15 0.24  0.012
C13 -2.54 1.71 -1.78  0.005
H16 2.62 -1.72 4.68  0.001
O2 0.02 -0.98 1.47  0.059
H17 -2.20 0.85 -2.35  0.004
H18 -0.45 -5.72 0.38  0.000
S1 0.37 3.03 0.05  0.025
C14 2.05 2.85 2.19  0.000
C15 3.07 3.12 0.00  0.000
C16 1.95 3.01 0.81  0.003
C17 -2.59 2.96 -2.40  0.000
C18 3.32 2.82 2.76  0.000
C19 -3.46 -1.38 -1.04  0.006
O3 -0.51 2.02 0.92  0.119
H19 1.22 -6.27 -0.02  0.000
H20 3.45 -1.73 3.12  0.000
C20 -3.68 -0.44 1.91  -0.004
H21 -1.32 4.65 0.26  0.000
C21 0.15 -2.39 3.78  0.002
H22 -0.18 -1.90 -4.76  0.001
C22 -5.02 -0.82 1.98  -0.002
O4 1.96 -0.19 -0.08  0.025
H23 -6.69 -1.26 3.26  0.000
H24 2.81 -0.27 -1.94  0.000
H25 5.79 2.86 3.67  0.000
H26 -0.73 -2.37 3.15  0.000
C23 0.43 -5.56 -0.23  0.000
H27 -3.01 -0.31 5.24  0.000
H28 2.42 -1.87 -4.66  0.001
H29 -0.18 4.65 1.66  0.001
H30 2.97 3.25 -1.07  0.000
N2 1.33 -1.87 3.05  0.023
H31 2.75 -3.23 3.77  0.001
C24 -2.92 -2.67 -1.07  0.000
C25 -4.50 -1.07 -1.93  0.001
C26 2.27 -0.94 -1.26  0.003
C27 2.40 -0.72 1.16  0.001
H32 0.37 -3.41 4.09  0.000
H33 -0.01 -1.77 4.67  0.001
C28 2.62 -2.15 3.68  0.002
H34 1.17 2.76 2.82  0.000
C29 4.32 3.10 0.59  0.000
C30 -3.54 2.65 0.22  0.010
C31 1.00 -1.42 -1.95  0.014
H35 5.20 3.22 -0.03  0.000
H36 3.12 -1.52 1.02  0.000
Cl1 1.05 -3.91 0.16  0.001
H37 -3.92 2.54 1.23  0.001
H38 -3.22 5.00 -2.21  0.000
H39 3.42 2.73 3.83  0.000
H40 -5.80 -1.78 -3.48  0.000
C32 -3.62 3.88 -0.42  -0.004
H41 -2.24 3.09 -3.42  0.000
H42 -2.98 -4.62 -1.96  0.000
C33 2.31 -2.44 -3.73  0.002
C34 -0.17 -2.44 -3.81  0.003
Cl2 -0.01 -5.68 -1.93  0.000
C35 -5.64 -0.99 3.21  0.000
H43 6.39 2.03 2.23  0.000

Computed properties:
* LUMO (spin up / spin down): -8.73 / -9.10 eV
* ⟨S²⟩: 3.77
* highest occupied orbital energy (spin up / spin down): -0.585 / -0.581 Eh
* total charge: +3
* HOMO-LUMO gap (spin up / spin down): 7.2 / 6.7 eV
* spin multiplicity: 4
* E: -3455.38984 Eh



Here is a structure of composition C35H43ClNdP2Si2 in a non-equilibrium geometry from the Open Molecules 2025 dataset. Energies are from ωB97M-V with the def2-TZVPD basis set.

Last column: Löwdin spin population.
Atoms and positions in Å:
H1 -6.23 2.47 -0.17  0.000
C1 4.52 1.30 -1.02  0.000
H2 -4.03 -1.53 -2.13  0.000
C2 -0.29 3.79 2.57  -0.003
C3 -1.05 1.65 3.03  -0.006
H3 0.12 -0.80 1.20  0.002
H4 -4.03 1.60 -2.42  0.000
H5 -3.70 -2.64 -0.77  0.000
C4 0.49 -0.63 -0.96  -0.024
C5 1.22 0.24 -1.86  0.018
C6 1.48 1.62 -1.54  0.013
H6 -0.92 -2.39 1.43  0.000
Si1 -0.36 -2.23 -1.57  -0.003
H7 1.13 2.17 3.23  0.000
H8 -2.33 4.65 2.21  0.000
Si2 2.81 0.58 -0.62  0.000
C7 -5.48 0.45 0.13  0.000
H9 -3.23 2.15 2.76  0.000
H10 -4.42 4.61 1.15  0.000
P1 -3.81 2.71 -0.24  -0.005
H11 3.21 -1.29 1.76  0.000
H12 3.51 -3.74 1.94  0.000
C8 3.58 -2.04 -1.55  0.000
H13 -1.76 -1.78 -1.65  -0.001
C9 3.73 -3.42 -1.45  0.000
C10 -4.26 -1.75 -1.08  0.000
Cl1 -0.54 4.43 -0.98  -0.008
H14 -5.97 -0.05 0.97  0.000
C11 0.34 -5.86 0.24  0.000
C12 0.11 2.47 2.96  -0.006
H15 1.69 2.35 -2.32  0.000
C13 -0.54 -3.35 1.08  0.000
H16 -6.04 0.21 -0.79  0.000
H17 3.86 -4.02 -2.35  0.000
H18 1.99 2.95 0.22  0.000
H19 0.37 4.65 2.45  0.001
H20 -3.30 3.23 -2.53  0.000
C14 -3.63 -1.09 1.60  0.000
C15 3.53 -3.26 0.95  0.001
C16 1.66 1.97 -0.13  -0.026
H21 8.08 2.43 -2.15  0.000
P2 -3.77 -0.30 -0.06  -0.001
H22 -0.11 -2.83 -2.84  0.000
H23 -5.34 -1.94 -0.99  0.000
C17 6.94 1.15 -0.82  0.000
C18 -2.18 2.46 2.71  -0.007
H24 3.79 2.79 -2.42  0.000
C19 5.95 2.72 -2.39  0.000
H25 0.68 -6.84 -0.11  0.000
H26 -3.06 -2.03 1.51  0.000
H27 3.79 -5.13 -0.11  0.000
H28 -1.08 0.60 3.35  0.000
H29 1.38 -0.08 -2.90  0.001
C20 0.19 -4.82 -0.69  0.000
H30 5.56 -0.01 0.35  0.000
H31 6.05 3.49 -3.15  0.000
Nd1 -0.76 2.33 0.44  3.041
C21 5.67 0.76 -0.42  0.000
C22 3.35 -1.27 -0.41  0.002
H32 -5.08 3.06 -2.29  0.000
H33 -5.15 4.72 -0.49  0.000
H34 -5.51 2.20 1.43  0.000
H35 0.21 -6.44 2.32  0.000
H36 -3.11 -0.42 2.29  0.000
C23 0.08 -5.64 1.59  0.000
C24 1.54 0.81 0.76  -0.005
C25 -0.36 -4.38 2.01  0.000
H37 1.88 0.89 1.79  0.000
C26 -4.24 4.46 0.08  0.000
H38 -0.57 -4.19 3.06  0.000
C27 4.67 2.32 -1.98  0.000
H39 -4.63 -1.31 1.99  0.000
C28 -4.09 2.63 -2.05  0.000
C29 0.59 -0.23 0.39  0.024
C30 3.70 -4.04 -0.19  0.000
H40 -3.40 5.10 -0.23  0.000
H41 3.62 -1.57 -2.54  0.000
C31 -1.71 3.78 2.43  -0.003
H42 7.82 0.70 -0.36  0.000
C32 7.08 2.13 -1.82  0.000
H43 0.41 -4.99 -1.75  0.000
C33 3.36 -1.88 0.85  0.000
C34 -5.41 1.96 0.35  -0.001
C35 -0.24 -3.55 -0.27  0.000

Computed properties:
* LUMO (spin up / spin down): -3.97 / -3.93 eV
* ⟨S²⟩: 3.77
* highest occupied orbital energy (spin up / spin down): -0.365 / -0.367 Eh
* total charge: +1
* HOMO-LUMO gap (spin up / spin down): 6.0 / 6.1 eV
* spin multiplicity: 4
* E: -3642.52479 Eh



Here is a cluster of 9 separate species, C35H43F25O19 in total in a non-equilibrium geometry from the Open Molecules 2025 dataset. Energies are from ωB97M-V with the def2-TZVPD basis set.

Last column: Mulliken charge in e.
Atoms and positions in Å:
O1 0.03 0.27 0.66  0.259
H1 3.78 -2.80 4.73  -0.176
O2 1.51 1.85 -4.70  -0.405
F1 -2.15 -0.23 -4.54  -0.278
F2 -1.47 1.79 -4.96  -0.178
O3 -4.26 0.52 -6.63  -0.190
H2 4.50 0.59 1.35  0.445
O4 -0.03 2.27 -0.31  -0.066
O5 3.24 -1.67 -2.45  -0.061
H3 3.68 -5.51 4.53  0.333
C1 1.75 1.85 -7.93  -1.231
C2 -1.23 0.20 7.83  0.799
C3 0.09 1.60 0.85  0.140
C4 3.61 -4.93 5.45  -1.303
C5 -0.91 -0.08 6.34  0.526
C6 3.69 -3.55 -1.00  -0.886
C7 0.90 2.97 -7.33  0.187
O6 -4.47 -4.55 -0.01  -0.566
H4 0.46 5.46 -0.41  0.254
F3 -0.50 -3.14 3.53  -0.263
C8 4.36 0.45 -2.32  1.015
O7 -1.42 4.93 -0.72  -0.244
H5 -6.68 -0.22 -6.91  0.302
F4 4.68 1.28 -3.26  -0.242
F5 -2.55 0.45 8.05  -0.243
F6 -0.98 1.55 -2.21  -0.287
H6 2.79 2.17 -7.94  0.378
F7 -3.29 -1.97 -0.02  -0.226
F8 3.20 0.72 -1.76  -0.110
C9 -0.04 1.30 -1.35  0.820
H7 -2.78 -5.84 4.03  0.242
C10 1.79 -3.53 3.31  0.241
H8 -0.10 2.74 -6.95  0.009
O8 2.80 -3.71 2.64  -0.585
C11 3.82 -0.51 3.13  0.044
F9 3.88 3.17 4.63  -0.235
H9 3.90 -1.01 0.90  0.185
C12 -3.78 -6.19 3.78  -1.179
F10 1.81 4.92 -3.79  -0.282
F11 3.79 4.12 -4.43  -0.299
H10 4.58 -3.07 -0.61  0.294
C13 -4.16 -2.34 0.95  0.995
F12 -4.67 4.28 -1.53  -0.267
F13 -3.52 1.42 -4.26  -0.280
H11 -2.06 -1.06 3.89  -0.117
C14 -1.75 -0.04 4.11  0.743
O9 4.29 -0.12 5.77  -0.579
C15 -0.76 6.52 0.94  -1.424
O10 1.71 3.56 -6.33  -0.371
H12 3.88 -3.56 -3.26  0.381
C16 4.12 0.91 5.04  0.362
H13 1.74 0.88 -7.44  0.263
C17 4.16 2.35 5.57  0.861
C18 -4.27 -3.86 1.02  0.222
H14 -6.65 1.51 -6.91  0.307
H15 -5.28 -6.06 2.37  0.249
O11 5.23 -1.42 -3.57  -0.582
F14 -0.53 1.24 8.19  -0.224
H16 2.83 0.26 1.25  0.114
F15 -3.33 2.54 -1.62  -0.185
C19 4.31 -0.99 -2.86  0.119
C20 -2.51 0.98 -5.03  1.404
C21 -2.94 0.85 -6.48  -0.177
C22 -4.92 0.65 -7.87  -0.212
F16 0.15 -4.47 2.02  -0.277
C23 0.50 -3.35 2.65  0.957
H17 0.15 -0.91 -1.16  0.345
F17 3.29 2.48 6.57  -0.229
C24 -6.40 0.64 -7.52  -1.139
C25 3.77 -0.18 1.59  -0.931
F18 0.48 -2.35 1.74  -0.097
H18 -3.60 -6.30 1.64  0.335
H19 -4.39 -5.72 4.55  0.324
O12 -2.96 4.06 0.72  -0.633
H20 3.03 -5.59 6.10  0.347
F19 -3.66 -1.91 2.10  -0.213
C26 1.91 2.96 -5.03  0.309
H21 -2.70 1.88 3.42  0.308
H22 2.79 -0.76 3.37  -0.105
H23 0.87 1.40 -1.94  -0.626
H24 -0.19 4.56 0.99  -0.039
H25 -1.31 -0.22 -0.61  0.097
O13 1.86 -3.28 4.61  -0.204
C27 -0.42 5.29 0.21  0.364
H26 0.76 3.70 -8.13  0.293
O14 -4.16 -4.38 2.27  -0.215
F20 -2.88 4.22 -2.88  -0.223
H27 2.94 -3.20 -0.29  0.049
F21 -0.79 -0.86 8.58  -0.238
H28 2.33 -3.56 -2.83  0.352
H29 1.56 1.60 -8.97  0.405
H30 -1.01 7.26 0.18  0.331
C28 -2.84 0.80 3.42  -1.490
H31 4.44 -1.34 3.48  0.363
C29 3.25 -3.08 -2.51  -0.479
O15 4.00 0.80 3.71  -0.178
H32 -4.68 -0.21 -8.49  0.285
C30 3.08 -3.42 5.30  0.329
H33 0.12 6.76 1.54  0.427
H34 -4.52 1.55 -8.33  0.345
F22 -5.33 -1.78 0.67  -0.266
O16 -1.78 0.24 5.50  -0.313
C31 -2.57 4.32 -0.45  0.503
F23 2.63 3.18 -2.84  -0.163
C32 -0.24 -0.02 -0.66  -0.047
F24 5.41 2.71 5.98  -0.266
C33 -4.22 -5.80 2.38  -0.094
O17 0.19 -0.60 6.01  -0.622
C34 2.57 3.81 -3.92  0.895
O18 0.10 2.25 1.94  -0.683
H35 3.82 -4.62 -0.84  0.466
H36 -3.73 -7.26 3.99  0.390
H37 3.08 -2.96 6.29  0.402
H38 -3.70 0.59 4.06  0.511
C35 -3.39 3.86 -1.71  0.849
H39 -3.11 0.53 2.40  0.207
O19 -2.05 0.86 -7.35  -0.541
H40 4.61 -4.84 5.86  0.400
H41 -0.76 0.14 3.69  0.161
H42 -1.62 6.34 1.59  0.322
F25 5.27 0.43 -1.34  -0.278
H43 -6.89 0.56 -8.49  0.373

Computed properties:
* LUMO: 0.33 eV
* highest occupied orbital energy: -0.393 Eh
* HOMO-LUMO gap: 11.0 eV
* E: -5285.65457 Eh